No. 1
The following is a quantum chemistry calculation of a structure of composition C6H8BrClO3, from the OMol25 dataset.

E = -3493.224154 a.u.
largest force on an atom = 0.1063 Eh/bohr
orbital gap = 9.2 eV

```
! wB97M-V def2-TZVPD RIJCOSX def2/J DEFGRID3
* xyz 0 1
C 0.521 -0.327 -0.508
C -0.144 0.815 -0.596
C 0.995 -0.737 0.792
C -2.355 2.198 -1.944
C 2.519 -2.259 1.734
C -1.223 1.460 -2.493
O 0.918 -0.073 1.812
O -0.448 1.684 0.330
O 1.535 -1.962 0.690
Cl -1.304 0.088 -3.526
Br 0.198 2.613 -3.139
H 0.630 -0.845 -1.437
H -2.723 2.920 -2.797
H -2.203 2.779 -1.082
H -3.124 1.573 -1.787
H 3.392 -1.714 1.644
H 2.590 -3.272 1.522
H 2.101 -2.112 2.821
H -0.394 1.394 1.215
*
```

No. 2
The following is a quantum chemistry calculation of the molecule C11H15F2I, from the OMol25 dataset.

E = -925.478806 a.u.
largest force on an atom = 0.0592 Eh/bohr
orbital gap = 8.5 eV
SMILES = CCC[C@@H](C)[C@@]1(F)C=CC=C(F)[C@@H]1I
energy relative to the best compared isomer or geometry (same formula, charge and spin) = 0.0 kJ/mol

```
! wB97M-V def2-TZVPD RIJCOSX def2/J DEFGRID3
* xyz 0 1
C 1.547 2.516 -1.328
C 1.582 1.662 -0.070
C 0.704 0.453 -0.390
C 0.831 -0.738 0.561
C 1.056 -0.186 2.046
C -0.363 -1.688 0.554
F -0.011 -2.891 1.115
C -1.441 -0.940 1.322
C -2.364 -0.198 0.712
C -2.497 -0.214 -0.803
C -1.692 -0.935 -1.553
F -1.796 -0.927 -2.848
C -0.662 -1.877 -1.004
I -1.530 -3.975 -1.480
H 1.800 1.985 -2.260
H 0.514 3.109 -1.339
H 2.253 3.330 -1.269
H 2.629 1.448 0.351
H 1.121 2.206 0.717
H -0.424 0.728 -0.329
H 0.725 0.089 -1.397
H 1.734 -1.279 0.268
H 0.989 -0.885 2.813
H 2.092 0.229 2.180
H 0.366 0.573 2.340
H -1.145 -0.891 2.409
H -3.028 0.506 1.352
H -3.224 0.509 -1.139
H 0.235 -1.720 -1.527
*
```

No. 3
The following is a quantum chemistry calculation of a cluster of 40 separate species, H80O40 in total, from the OMol25 dataset.

E = -3057.314671 a.u.
largest force on an atom = 0.0972 Eh/bohr
orbital gap = 9.9 eV
energy relative to the best compared isomer or geometry (same formula, charge and spin) = 1162.2 kJ/mol

```
! wB97M-V def2-TZVPD RIJCOSX def2/J DEFGRID3
* xyz 0 1
H 0.583 -0.368 4.971
H 1.438 0.473 5.672
O 0.980 0.570 4.853
H 4.061 2.179 3.530
H 3.631 1.030 2.995
O 4.543 1.353 3.228
H 2.673 1.563 -6.403
H 1.988 0.957 -5.061
O 2.283 0.835 -5.931
H -3.327 4.464 1.452
H -2.990 3.499 2.176
O -3.724 4.190 2.248
H -1.439 -0.702 2.065
H -2.591 -0.301 1.015
O -2.361 -0.448 1.953
H 0.217 1.258 1.370
O -0.388 1.840 0.855
H -3.781 0.694 -2.055
O -4.644 0.843 -1.467
H -2.902 -0.304 -5.127
H -2.655 1.190 -5.191
O -2.756 0.387 -5.709
H 1.905 6.309 -1.000
H 2.825 5.569 -0.015
O 2.685 5.706 -1.022
H 1.810 3.213 4.663
H 0.423 2.747 4.889
O 0.996 3.478 5.150
H -3.376 1.482 5.168
H -3.192 0.407 6.040
O -3.818 0.625 5.309
H -5.408 1.747 1.350
O -5.472 1.699 2.309
H 5.312 1.807 -2.978
H 4.037 2.534 -2.997
O 4.367 1.661 -3.038
H 1.335 3.454 2.550
H 2.431 3.097 1.461
O 2.226 3.177 2.369
H -1.155 -4.148 -1.882
H -1.770 -5.532 -1.740
O -0.923 -5.087 -1.646
H 4.802 1.204 -1.149
H 5.526 0.600 0.005
O 5.483 1.420 -0.537
H 1.084 -2.390 2.691
H 1.323 -1.238 1.657
O 0.632 -1.710 2.048
H 1.334 -0.707 -1.210
H 0.789 -0.151 0.148
O 1.379 -0.810 -0.244
H 2.758 -0.461 -4.135
O 2.142 -0.213 -3.451
H -4.214 4.510 -1.574
H -3.776 5.357 -0.482
O -3.599 5.273 -1.401
H -3.305 -4.840 -2.146
O -3.395 -3.915 -1.924
H 5.217 -1.335 0.410
H 5.061 -1.315 2.032
O 4.839 -0.879 1.156
H 2.265 2.702 -1.105
H 1.650 1.298 -1.329
O 1.995 2.076 -1.729
H 4.156 -3.041 -2.993
H 2.943 -2.386 -3.166
O 3.910 -2.144 -3.261
H 1.298 -2.848 -0.357
H 0.474 -3.786 -1.244
O 1.348 -3.718 -0.839
H 3.815 0.517 0.785
H 3.762 2.004 0.440
O 3.260 1.234 0.470
H 3.155 -5.888 0.788
H 3.501 -5.814 -0.672
O 3.809 -5.558 0.164
H -1.566 -5.923 0.060
H -0.792 -4.622 0.403
O -1.137 -5.532 0.812
H -3.706 -5.016 1.375
H -2.568 -4.043 1.119
O -3.554 -4.092 1.120
H -2.465 3.699 3.861
H -1.191 3.706 3.220
O -1.760 3.052 3.618
H -0.281 -1.494 -3.379
H -0.249 -1.510 -1.807
O -0.664 -1.988 -2.531
H -0.074 2.722 -2.654
O -0.042 2.188 -3.456
H -5.957 -2.609 1.855
H -4.530 -2.088 1.373
O -5.474 -1.832 1.536
H 2.433 -0.048 -2.590
H -1.260 1.840 1.202
H -3.445 -3.637 -1.035
H -5.103 1.419 -2.024
H -6.154 1.193 2.696
H 0.807 1.826 -3.346
O 2.724 -1.703 -5.525
H 2.415 -1.012 -6.132
H 3.597 -1.524 -5.043
O -0.552 0.739 -1.351
H -0.987 0.915 -2.212
H -0.835 1.638 -0.863
O -2.948 -0.762 -3.124
H -3.826 -0.933 -3.352
H -2.276 -1.445 -3.112
O -0.111 4.450 -0.531
H 0.818 4.782 -0.538
H -0.655 5.222 -0.632
O 0.774 -3.257 4.139
H -0.084 -3.772 4.061
H 0.463 -2.570 4.862
O -1.645 -1.169 4.384
H -2.257 -1.807 4.103
H -2.120 -0.418 4.555
O -0.996 -2.540 -0.080
H -1.858 -2.309 0.118
H -0.407 -1.930 0.621
*
```

No. 4
The following is a quantum chemistry calculation of a cluster of 2 separate species, C4H9NO2 in total, from the OMol25 dataset.

E = -363.041044 a.u.
largest force on an atom = 0.0117 Eh/bohr
orbital gap = 10.5 eV
SMILES = NC(=O)CC=O.C
energy relative to the best compared isomer or geometry (same formula, charge and spin) = 116.8 kJ/mol

```
! wB97M-V def2-TZVPD RIJCOSX def2/J DEFGRID3
* xyz 0 1
N 0.851 1.222 2.155
C -0.432 0.885 1.861
O -1.367 0.957 2.633
C -0.597 0.401 0.418
C 0.373 -0.738 0.210
O 1.575 -0.580 0.161
H 1.073 1.401 3.121
H 1.593 0.913 1.538
H -0.356 1.223 -0.267
H -1.636 0.103 0.265
H -0.063 -1.751 0.164
C -0.209 -0.807 -2.448
H -0.444 0.062 -3.058
H -1.084 -1.061 -1.844
H 0.057 -1.665 -3.059
H 0.667 -0.566 -1.849
*
```

No. 5
The following is a quantum chemistry calculation of a cluster of 13 separate species, C69H157N7O13 in total, from the OMol25 dataset.

E = -4084.094487 a.u.
largest force on an atom = 0.0844 Eh/bohr
orbital gap = 8.1 eV
energy relative to the best compared isomer or geometry (same formula, charge and spin) = 383.4 kJ/mol

```
! wB97M-V def2-TZVPD RIJCOSX def2/J DEFGRID3
* xyz 0 1
C 2.021 -0.701 5.011
O 1.864 -0.949 6.439
H 1.396 -1.450 4.525
H 1.767 0.327 4.750
H 3.062 -0.755 4.691
H 2.186 -1.851 6.517
C 6.629 -4.926 -0.078
O 6.479 -6.325 -0.098
H 7.410 -4.713 0.652
H 6.956 -4.710 -1.095
H 5.705 -4.397 0.153
H 5.571 -6.520 -0.343
C 5.899 -1.612 2.278
O 5.417 -0.957 1.122
H 6.980 -1.698 2.390
H 5.578 -0.972 3.100
H 5.513 -2.629 2.330
H 4.463 -1.048 1.071
C 5.420 -0.259 -4.406
O 4.778 0.462 -3.359
H 4.739 -0.884 -4.983
H 5.880 0.434 -5.109
H 6.251 -0.878 -4.067
H 5.267 0.162 -2.590
C -2.200 -2.328 2.447
O -3.454 -2.504 2.999
H -2.159 -2.686 1.419
H -1.926 -1.273 2.482
H -1.498 -2.873 3.078
H -3.433 -2.232 3.920
C 5.713 2.275 3.779
O 4.437 2.675 4.179
H 6.292 3.192 3.885
H 6.193 1.391 4.199
H 5.644 2.116 2.703
H 4.405 3.034 5.069
C 1.724 -0.961 -7.772
C 1.100 -0.193 -6.554
C -0.254 0.435 -6.959
C -1.396 -0.549 -7.144
C -1.540 -1.282 -5.863
C -0.315 -2.081 -5.399
N 0.840 -1.179 -5.442
O 1.938 -1.786 -4.935
C -0.654 -2.540 -4.000
C -0.242 -3.369 -6.241
C 2.044 0.969 -6.152
H 2.403 -1.786 -7.557
H 2.262 -0.270 -8.421
H 0.991 -1.261 -8.521
H -0.563 1.131 -6.179
H -0.153 1.054 -7.850
H -1.271 -1.171 -8.031
H -2.357 -0.065 -7.320
H -2.402 -1.948 -5.908
H -1.704 -0.559 -5.064
H -0.965 -1.847 -3.219
H -1.248 -3.455 -3.989
H 0.270 -2.901 -3.549
H 0.715 -3.859 -6.065
H -1.016 -4.124 -6.109
H -0.252 -3.084 -7.293
H 3.059 0.574 -6.122
H 1.744 1.355 -5.178
H 2.088 1.802 -6.854
H 1.971 -1.516 -4.014
C -5.890 -1.194 0.322
C -5.849 -2.268 -0.816
C -5.666 -1.384 -2.071
C -5.105 -2.220 -3.261
C -3.840 -2.996 -2.827
C -4.101 -3.955 -1.597
N -4.690 -3.158 -0.528
O -4.834 -3.850 0.697
C -4.830 -5.223 -2.059
C -2.655 -4.309 -1.160
C -7.225 -2.992 -0.973
H -6.519 -0.323 0.140
H -4.877 -0.872 0.564
H -6.250 -1.667 1.236
H -6.680 -1.120 -2.372
H -5.131 -0.447 -1.918
H -4.913 -1.571 -4.116
H -5.846 -2.995 -3.455
H -3.104 -2.213 -2.645
H -3.504 -3.510 -3.727
H -5.645 -4.982 -2.741
H -4.099 -5.796 -2.630
H -5.102 -5.812 -1.184
H -2.582 -5.010 -0.329
H -2.133 -4.759 -2.004
H -2.105 -3.422 -0.846
H -8.027 -2.334 -1.309
H -7.393 -3.466 -0.006
H -7.168 -3.771 -1.735
H -4.221 -3.467 1.329
C 2.458 -7.000 3.780
C 2.318 -7.984 2.560
C 1.667 -9.351 3.045
C 0.104 -9.292 3.179
C -0.479 -8.692 1.897
C 0.084 -7.310 1.473
N 1.582 -7.420 1.455
O 2.151 -6.254 0.911
C -0.548 -7.073 0.093
C -0.558 -6.236 2.454
C 3.733 -8.311 2.022
H 1.580 -6.858 4.410
H 2.805 -6.036 3.406
H 3.282 -7.325 4.415
H 2.051 -10.100 2.352
H 2.045 -9.658 4.020
H -0.205 -8.796 4.099
H -0.231 -10.328 3.130
H -1.535 -8.578 2.144
H -0.447 -9.352 1.030
H -0.094 -7.733 -0.646
H -1.634 -7.145 0.034
H -0.228 -6.102 -0.285
H -0.199 -6.508 3.447
H -0.154 -5.233 2.324
H -1.637 -6.089 2.401
H 4.382 -7.457 1.828
H 3.823 -9.042 1.218
H 4.214 -8.845 2.842
H 2.625 -6.493 0.111
C 0.378 3.842 -2.324
C -0.794 3.727 -3.317
C -1.338 2.272 -3.272
C -2.224 1.979 -2.056
C -3.376 3.058 -1.980
C -2.746 4.481 -1.928
N -1.888 4.668 -3.111
O -1.499 5.981 -3.348
C -3.981 5.455 -2.107
C -2.067 4.794 -0.545
C -0.139 4.043 -4.727
H 0.409 4.895 -2.040
H 1.352 3.590 -2.743
H 0.159 3.348 -1.377
H -1.892 2.068 -4.188
H -0.469 1.626 -3.399
H -1.704 1.899 -1.101
H -2.692 0.994 -2.058
H -3.991 2.979 -1.083
H -4.109 2.936 -2.777
H -4.598 5.208 -2.971
H -4.632 5.487 -1.234
H -3.721 6.491 -2.327
H -1.481 3.903 -0.318
H -1.397 5.653 -0.577
H -2.792 5.025 0.235
H 0.350 5.011 -4.830
H -0.909 4.017 -5.499
H 0.584 3.247 -4.905
H -1.838 6.112 -4.237
C 2.271 5.582 1.010
C 3.606 6.148 1.622
C 3.907 7.415 0.787
C 5.047 8.239 1.323
C 4.632 8.677 2.749
C 4.245 7.482 3.723
N 3.367 6.516 3.031
O 3.005 5.486 3.799
C 5.529 6.800 4.274
C 3.442 8.080 4.941
C 4.730 5.117 1.481
H 2.545 5.151 0.048
H 1.600 6.425 0.845
H 1.697 4.849 1.578
H 4.220 7.214 -0.238
H 3.032 8.061 0.709
H 5.271 9.053 0.632
H 5.948 7.632 1.409
H 3.716 9.262 2.666
H 5.427 9.266 3.206
H 6.087 7.373 5.014
H 5.292 5.904 4.848
H 6.198 6.584 3.441
H 3.352 7.323 5.720
H 3.941 8.989 5.279
H 2.436 8.363 4.632
H 5.735 5.498 1.665
H 4.799 4.773 0.449
H 4.565 4.263 2.138
H 3.759 4.897 3.726
C -5.036 0.723 3.986
C -4.726 2.043 3.151
C -5.930 2.218 2.144
C -6.035 3.659 1.579
C -6.122 4.663 2.677
C -5.053 4.605 3.796
N -4.680 3.205 4.091
O -3.787 3.039 5.171
C -3.880 5.464 3.293
C -5.676 5.227 5.103
C -3.353 1.960 2.395
H -6.068 0.560 4.298
H -4.438 0.682 4.897
H -4.895 -0.169 3.376
H -5.622 1.555 1.335
H -6.884 1.846 2.517
H -6.948 3.860 1.019
H -5.159 3.907 0.980
H -7.116 4.528 3.102
H -6.164 5.677 2.279
H -3.406 5.123 2.373
H -4.090 6.526 3.162
H -3.108 5.472 4.063
H -6.276 4.477 5.619
H -4.889 5.495 5.807
H -6.371 6.032 4.866
H -2.487 1.955 3.058
H -3.269 2.636 1.544
H -3.324 0.988 1.903
H -3.035 3.543 4.852
C 2.690 1.498 1.364
C 1.746 0.453 0.650
C 1.758 0.921 -0.858
C 1.255 -0.139 -1.838
C 2.054 -1.448 -1.571
C 2.053 -2.001 -0.138
N 2.337 -0.894 0.790
O 2.508 -1.252 2.123
C 0.737 -2.673 0.160
C 3.178 -3.142 0.021
C 0.255 0.524 1.116
H 2.480 2.491 0.966
H 3.738 1.321 1.123
H 2.586 1.428 2.447
H 0.994 1.696 -0.920
H 2.761 1.229 -1.151
H 1.475 0.145 -2.867
H 0.177 -0.186 -1.683
H 3.088 -1.210 -1.823
H 1.850 -2.235 -2.297
H 0.666 -3.622 -0.372
H 0.665 -2.920 1.219
H -0.125 -2.099 -0.181
H 4.184 -2.832 -0.261
H 3.170 -3.622 0.999
H 2.895 -4.014 -0.568
H -0.008 1.528 1.450
H 0.118 -0.070 2.020
H -0.467 0.115 0.409
H 1.616 -1.486 2.388
*
```

Which formula does entry 5 have? C69H157N7O13